The following is a quantum chemistry calculation of C73H166N9O15 as an isolated structure in a non-equilibrium geometry, from the OMol25 dataset.

CARTESIAN COORDINATES (ANGSTROEM)
C (5.0043, 4.8201, 3.1117)
C (5.4935, 5.6421, 4.3216)
C (6.9485, 5.3930, 4.6220)
N (7.5380, 5.8923, 6.0043)
C (9.0742, 5.6778, 6.0909)
C (9.6915, 5.6374, 7.5484)
C (8.8191, 5.0504, 8.6036)
C (7.4447, 5.6297, 8.5706)
C (6.8206, 5.2689, 7.2691)
C (7.5054, 7.4443, 6.0059)
H (3.9915, 5.1929, 2.9585)
H (4.7627, 3.8410, 3.5254)
H (5.6882, 4.7006, 2.2714)
H (4.8536, 5.4136, 5.1739)
H (5.3523, 6.7106, 4.1588)
H (7.6459, 5.9807, 4.0251)
H (7.2188, 4.3535, 4.4365)
H (9.1434, 4.7137, 5.5869)
H (9.5552, 6.3422, 5.3731)
H (10.6625, 5.1422, 7.5538)
H (9.8240, 6.6874, 7.8090)
H (8.7732, 4.0241, 8.2392)
H (9.2878, 4.9648, 9.5839)
H (6.8130, 5.3040, 9.3970)
H (7.3362, 6.7059, 8.7053)
H (6.8474, 4.1974, 7.0712)
H (5.8034, 5.6603, 7.2548)
H (6.4617, 7.7528, 6.0664)
H (8.0128, 7.9148, 5.1637)
H (7.9768, 7.8026, 6.9210)
C (-0.1051, -15.0583, 1.8683)
C (-0.9829, -14.1133, 0.9956)
C (-0.2814, -12.9574, 0.1987)
N (-1.0992, -11.9720, -0.6020)
C (-2.0224, -11.1504, 0.3569)
C (-1.2238, -10.1449, 1.2166)
C (-0.2471, -9.2349, 0.4965)
C (0.5904, -10.0462, -0.5837)
C (-0.2659, -10.9789, -1.3842)
C (-1.9198, -12.6863, -1.6905)
H (0.4637, -15.6836, 1.1803)
H (-0.5971, -15.7731, 2.5279)
H (0.5189, -14.5010, 2.5671)
H (-1.7389, -13.6661, 1.6409)
H (-1.4775, -14.7602, 0.2710)
H (0.4437, -13.3109, -0.5343)
H (0.3019, -12.3897, 0.9237)
H (-2.6419, -11.9174, 0.8216)
H (-2.6050, -10.6060, -0.3863)
H (-0.8334, -10.6319, 2.1102)
H (-2.0306, -9.5676, 1.6680)
H (0.5358, -8.9462, 1.1978)
H (-0.8832, -8.4625, 0.0641)
H (1.3538, -10.5665, -0.0052)
H (1.2176, -9.3578, -1.1500)
H (0.4202, -11.4036, -2.1170)
H (-1.0150, -10.3864, -1.9095)
H (-1.2754, -13.2174, -2.3910)
H (-2.4573, -11.8559, -2.1484)
H (-2.5017, -13.4553, -1.1823)
C (-2.0263, 6.7137, 4.9127)
C (-2.2616, 7.7383, 3.8113)
C (-1.0677, 8.5031, 3.2804)
N (-1.3723, 9.5496, 2.1859)
C (-1.9661, 10.8102, 2.7027)
C (-0.8329, 11.6654, 3.3594)
C (0.4041, 12.0244, 2.4640)
C (0.9288, 10.6823, 1.8237)
C (-0.0704, 9.6988, 1.2330)
C (-2.5270, 9.0527, 1.1656)
H (-1.2109, 7.1176, 5.5128)
H (-1.7448, 5.7373, 4.5185)
H (-2.9244, 6.8113, 5.5227)
H (-2.9442, 8.5196, 4.1456)
H (-2.6798, 7.0722, 3.0567)
H (-0.4096, 7.6957, 2.9591)
H (-0.5720, 9.0024, 4.1129)
H (-2.8163, 10.6148, 3.3562)
H (-2.3154, 11.2469, 1.7671)
H (-0.5755, 11.1403, 4.2792)
H (-1.2447, 12.5750, 3.7966)
H (1.1420, 12.6035, 3.0193)
H (0.1266, 12.7534, 1.7027)
H (1.5140, 10.1208, 2.5519)
H (1.6613, 10.8580, 1.0359)
H (0.2900, 8.7406, 0.8587)
H (-0.5751, 10.2078, 0.4118)
H (-2.4919, 9.5745, 0.2092)
H (-3.5186, 9.1418, 1.6092)
H (-2.0945, 8.0699, 0.9782)
C (2.8869, 2.9496, -7.7210)
C (1.8544, 2.4769, -8.7909)
C (1.7114, 3.4779, -10.0352)
N (0.4173, 3.1890, -10.9057)
C (0.3841, 1.9610, -11.7735)
C (1.4861, 1.7102, -12.6756)
C (1.5834, 2.8673, -13.6418)
C (1.4304, 4.3539, -13.0522)
C (0.3643, 4.4290, -11.8865)
C (-0.8436, 3.2896, -10.0784)
H (2.8047, 2.2061, -6.9283)
H (2.6421, 3.8991, -7.2449)
H (3.9211, 3.0542, -8.0492)
H (0.8644, 2.3517, -8.3523)
H (2.1689, 1.4846, -9.1143)
H (2.6297, 3.3237, -10.6018)
H (1.4965, 4.4582, -9.6099)
H (0.2586, 1.2217, -10.9824)
H (-0.6209, 1.8960, -12.1907)
H (2.4380, 1.5953, -12.1572)
H (1.2972, 0.7779, -13.2079)
H (2.4977, 2.8415, -14.2347)
H (0.7224, 2.5695, -14.2401)
H (2.3777, 4.6433, -12.5973)
H (1.1943, 5.0317, -13.8725)
H (0.4050, 5.3519, -11.3079)
H (-0.6407, 4.4724, -12.3064)
H (-0.8419, 2.4183, -9.4235)
H (-1.7435, 3.3507, -10.6903)
H (-0.8183, 4.1501, -9.4098)
C (-0.8616, -2.2777, -4.2965)
C (-0.9685, -1.7172, -2.8192)
C (-2.0307, -2.3809, -1.9278)
N (-2.2276, -1.7589, -0.4707)
C (-2.7761, -0.2703, -0.5293)
C (-2.7329, 0.3677, 0.8881)
C (-1.2967, 0.3050, 1.4236)
C (-0.8714, -1.2180, 1.5048)
C (-0.7964, -1.7955, 0.1260)
C (-3.2315, -2.7098, 0.3206)
H (-0.3353, -3.2219, -4.4365)
H (-0.4786, -1.5232, -4.9836)
H (-1.8402, -2.5727, -4.6751)
H (-0.8804, -0.6309, -2.8028)
H (0.0600, -1.9757, -2.5673)
H (-1.8323, -3.4507, -1.8635)
H (-2.9985, -2.3710, -2.4292)
H (-2.1844, 0.2536, -1.2800)
H (-3.7709, -0.3901, -0.9585)
H (-2.8650, 1.4320, 0.6934)
H (-3.4414, -0.1198, 1.5578)
H (-0.6341, 1.0481, 0.9800)
H (-1.1203, 0.7197, 2.4161)
H (-0.0001, -1.3365, 2.1490)
H (-1.6303, -1.7568, 2.0721)
H (-0.1259, -1.2650, -0.5501)
H (-0.5348, -2.8499, 0.2148)
H (-2.9090, -3.7449, 0.4329)
H (-4.0733, -2.6875, -0.3714)
H (-3.4133, -2.1317, 1.2266)
C (-1.3539, 2.6882, 10.6599)
C (-0.6307, 1.4578, 10.0224)
C (0.8688, 1.2212, 10.4564)
N (1.5371, -0.0307, 9.7761)
C (3.1045, 0.2180, 9.8429)
C (3.8867, -1.1278, 9.6014)
C (3.3522, -2.3201, 10.5164)
C (1.8802, -2.5447, 10.3907)
C (0.9447, -1.2546, 10.6003)
C (1.1494, -0.2085, 8.2361)
H (-2.3070, 2.8030, 10.1437)
H (-0.8395, 3.6435, 10.5553)
H (-1.4061, 2.7579, 11.7464)
H (-0.8194, 1.5721, 8.9549)
H (-1.1982, 0.5273, 10.0434)
H (0.9594, 1.1721, 11.5415)
H (1.4077, 2.1129, 10.1363)
H (3.4168, 0.5308, 10.8393)
H (3.2888, 0.9611, 9.0671)
H (4.9465, -0.8920, 9.6981)
H (3.7517, -1.4301, 8.5629)
H (3.5898, -2.0993, 11.5570)
H (3.9812, -3.1605, 10.2225)
H (1.4140, -3.2032, 11.1236)
H (1.8696, -2.9935, 9.3974)
H (0.9777, -0.9721, 11.6525)
H (-0.1080, -1.4210, 10.3718)
H (1.6053, -1.0832, 7.7722)
H (1.3939, 0.6655, 7.6324)
H (0.0857, -0.4443, 8.2017)
C (-10.1157, 7.0716, 6.3043)
N (-9.4706, 5.6745, 6.6132)
C (-8.8040, 5.8630, 8.0268)
C (-10.7251, 4.8143, 6.8758)
C (-8.5872, 5.3405, 5.3516)
C (-7.9981, 3.9320, 5.3901)
O (-7.4248, 3.4284, 6.5847)
H (-9.3320, 7.8020, 6.1036)
H (-10.6731, 7.4758, 7.1493)
H (-10.8474, 6.8732, 5.5211)
H (-8.2285, 4.9534, 8.1982)
H (-9.5733, 6.0439, 8.7775)
H (-8.0047, 6.6031, 7.9879)
H (-11.3016, 5.1418, 7.7410)
H (-10.3445, 3.8005, 6.9996)
H (-11.2605, 4.8132, 5.9263)
H (-7.8553, 6.1306, 5.1838)
H (-9.2205, 5.5427, 4.4878)
H (-7.1141, 3.9874, 4.7548)
H (-8.6252, 3.1805, 4.9105)
H (-7.1826, 2.5372, 6.3225)
C (-4.2233, -6.2769, -12.1768)
N (-2.8089, -6.1967, -11.5007)
C (-3.1324, -6.1978, -9.9690)
C (-1.9562, -7.3440, -11.9824)
C (-2.0958, -4.8406, -11.6883)
C (-2.0575, -4.3240, -13.1224)
O (-3.3131, -4.1411, -13.7306)
H (-4.7594, -5.3599, -11.9322)
H (-4.7185, -7.1094, -11.6770)
H (-4.1500, -6.3922, -13.2582)
H (-3.4772, -7.2048, -9.7343)
H (-3.8557, -5.4125, -9.7497)
H (-2.2423, -5.8471, -9.4466)
H (-2.5277, -8.2571, -11.8160)
H (-1.1369, -7.3755, -11.2642)
H (-1.6131, -7.2472, -13.0124)
H (-1.0931, -5.0417, -11.3111)
H (-2.5566, -4.1221, -11.0105)
H (-1.4063, -4.9276, -13.7546)
H (-1.6623, -3.3148, -13.2388)
H (-3.2937, -3.4272, -14.3722)
C (5.6907, -4.2319, -6.8510)
N (6.6108, -5.4030, -7.1250)
C (7.5439, -4.9221, -8.2729)
C (7.4773, -5.9021, -5.9114)
C (5.7194, -6.5434, -7.7649)
C (6.3899, -7.5554, -8.7597)
O (7.5794, -8.2285, -8.2705)
H (5.2461, -3.7341, -7.7127)
H (6.2725, -3.5041, -6.2854)
H (4.9204, -4.7060, -6.2426)
H (6.9360, -4.4968, -9.0714)
H (8.4097, -5.5584, -8.4567)
H (8.1229, -4.1121, -7.8293)
H (8.1167, -5.0789, -5.5924)
H (8.0707, -6.7979, -6.0943)
H (6.6533, -6.0412, -5.2116)
H (5.0273, -5.9953, -8.4041)
H (5.1591, -7.1100, -7.0211)
H (6.5746, -7.0083, -9.6842)
H (5.6790, -8.2967, -9.1249)
H (8.1549, -8.4008, -9.0193)
O (-8.5959, 2.0777, -0.5292)
C (-9.7723, 1.6721, -0.4051)
O (-10.3625, 1.8811, 0.6770)
O (-10.2135, 1.0076, -1.3356)
H (-8.8301, 1.5210, -1.2753)
O (-4.8052, -2.5238, 7.6412)
C (-5.3415, -2.6762, 6.4418)
O (-5.9829, -1.7542, 6.0628)
O (-5.1271, -3.7157, 5.8555)
H (-4.3409, -3.3584, 7.7380)
O (1.7614, 5.9674, -2.6679)
C (0.5212, 5.6044, -2.8205)
O (0.2507, 4.3992, -2.6826)
O (-0.3814, 6.3674, -3.1147)
H (1.9746, 5.0460, -2.5031)
O (-1.3888, -6.5097, 5.9967)
C (-1.1477, -6.7419, 7.2940)
O (-1.5856, -5.9184, 8.0858)
O (-0.4600, -7.7172, 7.6575)
H (-1.8489, -5.6692, 6.0556)

Forces on the atoms, in the same order (eV/Å):
C -0.692 -0.337 1.793
C 0.254 0.746 0.032
C 1.853 0.565 0.970
N 0.424 1.672 0.782
C -0.543 -2.564 -0.093
C -0.083 2.191 -1.084
C 0.288 -1.443 -0.232
C -0.402 0.400 0.457
C -0.446 0.695 -1.738
C -1.383 -0.591 1.030
H 0.271 0.231 -1.117
H 0.444 -0.438 -0.261
H -0.378 0.481 -0.052
H 0.078 -0.237 0.075
H -0.016 0.069 -0.197
H -0.474 -0.120 -0.833
H 0.059 -0.157 0.659
H 0.501 -0.423 0.369
H -0.058 0.381 0.503
H -0.038 0.156 -0.437
H 0.574 0.145 0.027
H -0.593 -0.606 0.552
H 0.063 0.528 -0.102
H -0.076 -0.621 -0.158
H 0.718 0.292 -0.046
H -0.133 0.009 0.027
H -0.065 -0.232 -0.375
H 0.022 0.093 -0.238
H -0.114 -0.596 -0.157
H 0.093 -0.215 -0.112
C 0.589 0.623 -0.612
C -0.696 0.027 -0.310
C 1.304 -0.550 0.606
N -0.043 -0.396 -0.062
C 1.119 -0.057 -1.832
C -1.335 -1.231 0.991
C 0.641 -1.666 -0.934
C -0.535 0.946 2.377
C 0.539 0.756 -0.229
C 0.404 0.276 1.501
H 0.514 0.163 0.238
H -0.883 0.310 -0.377
H 0.381 0.081 -0.330
H -0.145 0.004 -0.059
H -0.312 0.038 0.048
H 0.047 -0.471 0.094
H -0.094 0.244 -0.080
H 0.066 0.510 0.454
H -0.439 0.132 0.291
H 0.482 -0.229 -0.222
H 0.009 0.370 0.002
H -0.621 0.915 0.108
H 0.724 0.489 -0.129
H -0.085 -0.499 -0.015
H -0.506 -0.052 -0.637
H -0.582 -0.945 -0.044
H 0.020 -0.030 -0.203
H 0.250 0.392 0.068
H -0.419 -0.679 -0.204
H -0.490 0.421 -0.209
C 0.866 1.777 0.540
C -0.791 0.198 -0.753
C -0.046 -0.683 0.095
N -0.677 -2.436 -1.598
C 2.412 1.522 -0.491
C -0.476 0.401 0.303
C -1.358 -1.545 -0.350
C 1.019 -0.103 0.653
C -2.522 2.625 0.561
C 2.378 -0.910 0.893
H 0.170 -0.422 0.468
H -0.402 0.024 0.299
H 0.136 -1.052 0.099
H -0.630 -0.444 0.011
H -0.486 0.924 -0.612
H 0.515 0.616 -0.831
H 0.020 0.271 -0.216
H 0.235 -0.163 0.001
H -0.228 0.623 0.343
H 0.626 -0.244 -0.083
H -0.316 0.169 -0.413
H 0.242 -0.696 0.281
H -0.412 -0.292 -0.315
H 0.050 0.157 0.445
H -0.080 0.248 -0.171
H -0.110 -0.061 0.622
H 0.384 -0.108 -0.370
H 0.250 0.461 0.415
H 0.356 -0.428 0.173
H -1.183 -0.420 -0.252
C -0.904 -0.015 -0.033
C 0.165 1.042 -0.859
C -1.061 -2.503 1.747
N 0.635 3.417 -1.516
C -2.073 -0.994 3.537
C 2.128 0.572 -0.101
C -0.730 1.001 -0.342
C -0.269 -2.073 1.344
C 0.000 -0.338 -1.107
C 0.747 -0.538 0.635
H 0.402 0.027 0.074
H -0.316 0.063 -0.190
H -0.114 -0.355 -0.306
H 0.198 0.118 0.354
H -0.024 -0.008 -0.343
H -0.432 0.752 -0.446
H 0.524 0.095 -0.448
H 0.522 -0.745 -0.084
H 0.095 0.654 -0.668
H -0.022 -0.253 0.387
H 0.049 0.041 -0.038
H -0.214 -0.102 -0.097
H 0.019 1.101 -0.921
H 0.151 0.103 -0.335
H -0.136 0.040 0.295
H 0.511 -0.205 0.208
H -0.085 -0.557 -0.060
H -0.403 -0.059 -0.210
H 0.320 -0.185 -0.167
H 0.261 0.175 -0.290
C -1.840 0.112 0.155
C 1.852 -0.793 -1.020
C -0.477 0.874 0.179
N 1.362 -1.447 -1.491
C 0.121 -1.695 0.515
C 1.382 0.361 -1.256
C 0.314 -1.239 1.297
C -0.014 2.069 0.378
C -1.057 -0.447 0.559
C 0.495 2.224 -1.565
H 0.603 0.202 0.598
H 0.140 -0.059 0.196
H -0.388 0.422 -0.114
H -0.908 0.042 -0.163
H -0.067 -0.169 1.201
H 0.311 0.053 0.682
H -0.197 0.530 0.137
H 0.258 -0.003 0.325
H -0.156 0.167 0.316
H -1.058 -0.053 0.303
H -0.138 0.559 -0.026
H 0.295 -0.732 -1.392
H -1.184 -0.280 0.615
H 0.431 -0.106 -0.619
H -0.134 0.143 0.041
H -0.166 -0.026 0.172
H 0.084 -0.074 -0.459
H 0.550 0.411 0.169
H -0.367 -0.086 0.528
H -0.397 -0.864 0.008
C 0.793 -0.097 0.151
C -0.018 -0.086 0.013
C -1.255 0.541 -2.066
N -0.675 0.656 -0.025
C -0.672 -2.587 0.035
C -1.747 0.233 0.102
C 1.784 2.096 0.695
C -1.508 0.933 -0.694
C 2.922 -0.717 -0.997
C -0.367 -0.240 1.515
H -0.129 -0.085 0.528
H 0.525 -0.043 -1.019
H -0.673 -1.066 0.121
H 1.160 0.620 -0.411
H -0.264 -0.081 1.333
H 0.089 -0.509 -0.162
H 0.341 -0.137 -0.103
H -0.627 0.452 -0.007
H 0.032 0.051 0.259
H -0.010 -0.269 0.384
H -0.014 -0.040 -0.139
H 0.341 0.110 0.135
H -0.506 -0.337 0.145
H 0.583 -0.567 -0.185
H -1.428 -0.025 -0.112
H 0.297 0.145 -0.087
H 0.259 0.075 -0.567
H 0.490 0.034 0.644
H -0.018 0.168 0.508
H 0.006 0.394 0.093
C 0.368 -0.854 0.217
N -1.531 3.142 1.545
C 1.207 -1.229 -1.752
C 1.757 -1.133 -1.607
C -0.770 -0.311 1.806
C 1.190 -0.275 -1.519
O -0.899 0.768 0.639
H -0.074 -0.246 -0.494
H 0.115 -0.526 0.282
H 0.417 0.477 -0.304
H -0.525 -0.279 0.287
H 0.162 0.077 -0.330
H -0.552 0.531 -0.188
H 0.273 0.252 -0.304
H -0.225 -0.049 0.357
H -0.397 0.078 0.307
H 0.308 0.011 1.080
H -0.424 -0.831 0.048
H -0.266 0.335 -0.896
H -0.525 0.194 0.216
H 0.197 -0.450 0.482
C 0.791 0.252 0.695
N -1.716 1.468 0.044
C 0.816 -0.223 -1.308
C -0.256 0.101 1.664
C -0.451 -0.376 -0.586
C 0.380 1.010 -1.154
O -1.131 -0.995 0.461
H 0.160 -0.057 -0.144
H 0.047 -0.083 -0.316
H 0.171 -0.060 0.278
H 0.109 0.268 0.358
H -0.382 -0.389 -0.445
H 0.207 -0.734 0.048
H -0.038 0.035 -0.360
H 0.347 -0.094 -0.368
H -0.284 0.247 0.177
H 0.136 0.217 -0.229
H -0.271 -0.109 -0.192
H -0.004 -0.481 0.040
H 1.042 -0.085 1.200
H 0.124 -0.010 -0.015
C 0.525 -1.035 1.638
N 1.380 -1.287 -3.423
C 0.596 0.884 1.952
C -2.011 1.186 -0.455
C 0.806 -0.566 -0.436
C 1.135 0.323 -0.044
O -1.320 1.184 0.180
H 0.379 -0.589 -0.287
H -0.203 -0.017 0.091
H -0.241 0.651 0.186
H 0.319 -0.634 -0.196
H -0.926 -0.921 -0.614
H -0.466 0.617 0.118
H -0.138 0.013 -0.109
H -0.481 0.052 -0.537
H 0.633 -0.413 0.601
H -0.176 -0.005 0.215
H 0.251 0.468 0.475
H 0.592 0.226 0.025
H -0.529 -0.061 0.734
H 0.093 -0.144 -0.130
O 6.103 2.571 -0.258
C -8.313 0.005 7.985
O -0.421 0.556 0.512
O -1.002 -1.827 -3.260
H 3.900 -1.175 -4.887
O 1.787 -0.043 3.127
C 0.022 -0.802 -0.669
O -3.021 4.874 -1.809
O 1.199 -3.352 -1.445
H 0.324 -0.333 0.525
O 2.776 0.744 0.445
C -5.558 -0.268 -1.132
O 1.450 -3.223 0.836
O -0.435 3.218 -0.381
H 1.830 -0.615 0.401
O -0.034 -0.014 -2.360
C 1.874 -1.755 3.097
O -1.362 2.522 0.882
O 0.233 -0.772 -1.583
H -0.466 0.216 -0.187

Values from the calculation:
E (eV): -122453.682
M (g mol⁻¹): 1410.179
Total charge: +5